A 2-piece molecular cluster, C31H31F2N2O overall in a non-equilibrium geometry, computed with wB97M-V/def2-TZVPD.

ORCA input file:
```
! wB97M-V def2-TZVPD RIJCOSX def2/J DEFGRID3
* xyz -1 1
C 3.1130 -2.6091 4.8287
C 2.3675 -1.3385 4.3934
C 1.6592 -0.7795 5.6257
C 3.4179 -0.3095 3.9453
C 1.3839 -1.6148 3.2241
C 0.0725 -1.2058 3.2331
C -0.7869 -1.3726 2.1042
C -2.0764 -0.7341 1.9598
C -3.1957 -1.4360 1.4044
C -3.1489 -2.7803 0.9397
C -4.1309 -3.2461 0.0804
F -4.0082 -4.5118 -0.4541
C -5.2427 -2.4857 -0.2792
C -5.3674 -1.2396 0.3339
F -6.4714 -0.4718 0.0212
C -4.4229 -0.7330 1.2078
C -0.2775 -2.0882 0.9914
C 1.0167 -2.5201 0.8852
C 1.5450 -3.1576 -0.4205
C 2.5363 -2.1856 -1.0743
C 0.4154 -3.4261 -1.4219
C 2.2521 -4.4877 -0.1291
C 1.9285 -2.2446 2.0048
O 3.1470 -2.4982 1.9000
H 3.6825 -3.0163 3.9885
H 3.8056 -2.3577 5.6443
H 2.4015 -3.3638 5.1837
H 1.1578 0.1683 5.4020
H 0.9284 -1.4975 6.0152
H 2.4023 -0.5909 6.4125
H 2.9255 0.6184 3.6298
H 4.1017 -0.0891 4.7761
H 3.9913 -0.7124 3.1049
H -0.3661 -0.7688 4.1317
H -2.3149 0.1031 2.6219
H -2.3327 -3.4450 1.2298
H -5.9894 -2.8501 -0.9820
H -4.5766 0.2294 1.7001
H -0.9411 -2.2467 0.1540
H 3.3748 -2.0053 -0.3947
H 2.9122 -2.6003 -2.0181
H 2.0308 -1.2334 -1.2782
H -0.3308 -4.1063 -0.9904
H -0.0777 -2.4926 -1.7293
H 0.8252 -3.9053 -2.3217
H 1.5495 -5.1852 0.3415
H 2.6218 -4.9281 -1.0647
H 3.0926 -4.3210 0.5506
C -0.7821 1.8066 1.1281
C -1.9426 1.1832 0.4091
C -1.6303 0.2543 -0.6019
N -1.3276 -0.5076 -1.4483
C -3.1386 1.9845 0.1864
C -3.5539 2.9772 1.1210
C -4.8223 3.5299 1.0510
C -5.6929 3.1686 0.0124
C -7.0485 3.6472 0.0148
N -8.1561 4.0293 0.0290
C -5.2415 2.3219 -1.0029
C -3.9841 1.7377 -0.9248
H -1.0894 2.5501 1.8682
H -0.1846 1.0396 1.6324
H -0.1143 2.2884 0.3947
H -2.8693 3.3046 1.9061
H -5.1582 4.2441 1.8039
H -5.8925 2.1066 -1.8569
H -3.6351 1.0965 -1.7385
*
```

=====

A 5-piece molecular cluster, C31H31F4N3O overall in a non-equilibrium geometry, computed with wB97M-V/def2-TZVPD.

ORCA input file:
```
! wB97M-V def2-TZVPD RIJCOSX def2/J DEFGRID3
* xyz 0 1
C 3.4480 1.0038 1.0999
C 2.9386 1.5742 -0.2049
O 2.4924 0.5998 -1.1259
C 1.1085 0.6094 -1.3421
C 0.3528 -0.0590 -0.1616
C -0.4529 -1.1749 -0.6054
N -1.0375 -2.1475 -0.8794
C -0.4666 0.9194 0.6694
N -1.2253 0.2154 1.7157
C -1.4033 1.6628 -0.1586
N -2.1802 2.3352 -0.6814
H 4.2472 0.2877 0.9859
H 3.8328 1.8381 1.6726
H 2.6492 0.5685 1.6879
H 3.7584 2.1130 -0.6630
H 2.1854 2.3251 0.0079
H 0.7328 1.6034 -1.5448
H 0.9289 0.0050 -2.2080
H 1.1129 -0.4545 0.4934
H 0.2473 1.5992 1.1179
H -1.4783 0.9384 2.3782
H -0.5492 -0.3547 2.2144
F -0.6762 -9.5014 -1.5169
C -0.7373 -8.1543 -1.5780
C -0.4896 -7.4194 -0.4364
C -0.5496 -6.0347 -0.5046
C -0.8624 -5.4056 -1.7013
C -1.1119 -6.1656 -2.8361
C -1.0457 -7.5508 -2.7799
H -0.2545 -7.9285 0.4889
H -0.3527 -5.4441 0.3800
H -0.9111 -4.3271 -1.7457
H -1.3602 -5.6786 -3.7693
H -1.2299 -8.1600 -3.6549
F -0.2111 1.1419 -3.8668
C -0.1947 2.1363 -4.7820
C -0.1867 3.4450 -4.3454
C -0.1651 4.4634 -5.2864
C -0.1606 4.1613 -6.6409
C -0.1735 2.8373 -7.0570
C -0.1867 1.8125 -6.1227
H -0.2006 3.6593 -3.2847
H -0.1532 5.4943 -4.9608
H -0.1477 4.9582 -7.3718
H -0.1742 2.6004 -8.1119
H -0.1899 0.7740 -6.4253
F -2.5613 -2.1949 3.5852
C -3.6627 -2.3877 2.8193
C -3.6737 -1.8965 1.5310
C -4.8005 -2.1002 0.7487
C -5.8963 -2.7791 1.2654
C -5.8639 -3.2606 2.5669
C -4.7372 -3.0692 3.3534
H -2.8116 -1.3655 1.1531
H -4.8217 -1.7277 -0.2662
H -6.7748 -2.9332 0.6532
H -6.7173 -3.7869 2.9721
H -4.6882 -3.4433 4.3676
F 4.6753 4.6642 2.3088
C 4.3167 4.8008 3.6019
C 3.3940 5.7684 3.9461
C 3.0235 5.9015 5.2761
C 3.5820 5.0770 6.2425
C 4.5103 4.1126 5.8776
C 4.8788 3.9672 4.5485
H 2.9755 6.4070 3.1796
H 2.2976 6.6516 5.5577
H 3.2935 5.1867 7.2789
H 4.9498 3.4711 6.6287
H 5.5951 3.2149 4.2457
*
```

=====

C31H31N2NdS as an isolated structure in a non-equilibrium geometry, computed with wB97M-V/def2-TZVPD.

Properties
**Energy relative to the best compared isomer or geometry (same formula, charge and spin)**: 81.9 kcal/mol
**Expectation value of S²**: 3.7563

ORCA input file:
```
! wB97M-V def2-TZVPD RIJCOSX def2/J DEFGRID3
* xyz 0 4
Nd 2.3189 -17.4463 2.3969
C 4.7738 -18.0770 3.6449
C 3.8073 -18.4784 4.5759
C 3.0884 -19.5969 4.0316
C 3.6585 -19.8979 2.7934
C 4.7134 -18.9362 2.5530
C 5.7371 -19.0087 1.4512
C 3.2607 -21.0280 1.8621
C 2.0839 -20.4033 4.8422
C 3.7223 -17.9299 5.9772
C 5.8864 -17.1000 3.8952
H 5.7987 -19.9875 1.0893
H 6.7213 -18.6669 1.7874
H 5.4785 -18.3855 0.5873
H 4.1736 -21.5795 1.5833
H 2.7182 -20.7686 0.9481
H 2.5764 -21.6368 2.4901
H 2.5974 -20.9533 5.6625
H 1.5155 -21.1028 4.2532
H 1.3726 -19.8024 5.3798
H 4.5746 -18.2176 6.6008
H 2.8546 -18.3419 6.5093
H 3.6110 -16.8653 5.9906
H 6.9227 -17.5551 3.9120
H 5.7141 -16.6826 4.9219
H 5.9076 -16.3356 3.1177
S 1.2245 -16.4768 -2.2829
C 2.5690 -17.4586 -2.3877
C 3.0203 -17.8888 -1.1869
C 2.2176 -17.4052 -0.1116
C 1.2693 -16.5659 -0.5834
C 0.3802 -15.6729 0.2779
C -1.0948 -15.4592 0.0323
C -1.9528 -15.0609 1.0020
C -1.6837 -14.7345 2.3881
C -0.5104 -14.8724 3.1139
N 0.5622 -15.5985 2.7972
H 2.9441 -17.6554 -3.3847
H 3.8680 -18.5097 -1.1000
H -1.4188 -15.5672 -0.9696
H -3.0184 -15.0274 0.8599
H -2.4500 -14.2494 2.9316
H -0.4382 -14.3156 4.0247
C 2.5044 -11.8908 0.5340
C 1.1330 -11.9413 0.3223
C 0.5038 -13.1659 0.1383
C 1.1771 -14.3967 0.2828
C 2.5447 -14.3386 0.4209
C 3.2036 -13.0890 0.5948
N 0.4324 -16.3689 1.5949
C -0.3652 -17.5394 1.8468
C -0.3912 -18.0756 3.1489
C -0.8112 -19.4152 3.2746
C -1.1277 -20.1907 2.1850
C -1.0906 -19.5917 0.9375
C -0.7242 -18.3114 0.7610
H 3.0315 -10.8986 0.4792
H 0.5611 -11.0193 0.2346
H -0.5770 -13.3260 -0.1096
H 3.1234 -15.3108 0.5661
H 4.2965 -13.1008 0.7625
H -0.2877 -17.4012 4.0234
H -0.9399 -19.8113 4.2768
H -1.4291 -21.2332 2.3114
H -1.4964 -20.2191 0.1030
H -0.7126 -17.8547 -0.2589
*
```

=====

C31H32AsBF2NO7STaTe as an isolated structure in a non-equilibrium geometry, computed with wB97M-V/def2-TZVPD.

Properties
**Energy relative to the best compared isomer or geometry (same formula, charge and spin)**: 25.5 kcal/mol
**Expectation value of S²**: 0.7583

ORCA input file:
```
! wB97M-V def2-TZVPD RIJCOSX def2/J DEFGRID3
* xyz 1 2
Ta -1.7333 -0.6548 1.6191
O -2.0773 -2.7505 5.6910
As -1.2152 -2.2059 4.3243
O -1.1687 -3.6572 3.3303
O -2.3534 -1.2621 3.5102
C 0.6188 -1.9452 4.7184
C 1.6215 -2.8758 4.5079
C 2.9181 -2.4808 4.8080
C 3.1795 -1.1948 5.2678
C 2.1697 -0.2495 5.4093
C 0.8807 -0.6345 5.1035
S -0.6012 0.9323 3.5630
O -0.1849 0.2342 5.0889
O 0.2045 2.1016 3.3782
O -0.0353 -0.2431 2.6666
H -1.5642 -3.2909 6.3084
H 1.4031 -3.8724 4.1499
H 3.7297 -3.1823 4.6759
H 4.1983 -0.9125 5.4964
H 2.3726 0.7628 5.7291
F 0.0271 -3.2118 1.3421
B -1.0940 -3.6003 1.9618
F -2.0874 -3.9790 1.1892
C 5.9645 -0.9561 -0.2876
C 4.4800 -0.7536 -0.4071
C 3.6717 -1.7058 -1.0111
C 2.2964 -1.5329 -1.1357
C 1.5001 -2.6117 -1.8263
C 1.7286 -0.3553 -0.6324
Te -0.3816 -0.2035 -0.8153
N -2.9768 -0.8272 0.3102
C -4.0464 -0.2935 -0.4346
O -4.7065 0.5802 0.0840
C -4.2346 -0.7165 -1.8403
C -5.2291 -0.1058 -2.5999
C -5.3517 -0.4136 -3.9431
C -4.4770 -1.3202 -4.5319
C -3.5060 -1.9547 -3.7696
C -3.3903 -1.6590 -2.4204
C -0.5816 1.7443 -1.6124
C -1.1845 2.7827 -0.9009
C -1.7125 2.6369 0.4993
C -1.2610 4.0262 -1.5207
C -0.7575 4.2462 -2.7946
C -0.8298 5.6030 -3.4356
C -0.1861 3.1769 -3.4738
C -0.0964 1.9084 -2.9159
C 0.5006 0.7915 -3.7281
C 2.5131 0.6211 -0.0087
C 1.9452 1.8965 0.5478
C 3.8811 0.3971 0.0898
H 6.3071 -1.7657 -0.9297
H 6.2394 -1.2024 0.7398
H 6.5044 -0.0496 -0.5607
H 4.1221 -2.6071 -1.4106
H 2.1553 -3.4279 -2.1245
H 1.0082 -2.2300 -2.7238
H 0.7258 -3.0273 -1.1811
H -5.8873 0.6067 -2.1218
H -6.1273 0.0526 -4.5352
H -4.5592 -1.5392 -5.5884
H -2.8482 -2.6827 -4.2252
H -2.6687 -2.1825 -1.8045
H -0.8924 2.3875 1.1880
H -2.4987 1.8867 0.5630
H -2.1493 3.5719 0.8450
H -1.7262 4.8450 -0.9850
H -1.1898 6.3542 -2.7352
H -1.5030 5.5886 -4.2940
H 0.1515 5.9124 -3.7963
H 0.1936 3.3285 -4.4779
H 0.6932 1.1266 -4.7450
H -0.1797 -0.0622 -3.7783
H 1.4438 0.4444 -3.3013
H 1.3286 2.4180 -0.1835
H 2.7453 2.5698 0.8497
H 1.3335 1.7007 1.4305
H 4.4974 1.1542 0.5618
*
```

=====

Total energy / eV: -43113.2356; -50035.7974; -61738.6418; -135116.8250